Entry 1:
DFT (ωB97M-V/def2-TZVPD) results for a 6-piece molecular cluster, C34H34F7P overall.

Output
E ... -2356.370957 Ha
Relative energy (zero: lowest compared OMol25 entry of this formula, charge and spin) ... 0.000 eV
E_LUMO ... 0.566 eV
Frontier orbital gap ... 9.75 eV
Molecular weight ... 606.61 g/mol

XYZ file:
```
76
Properties=species:S:1:pos:R:3:forces:R:3
C 2.63551 6.59236 -0.35084 -0.1182 -0.0844 0.0715
C 1.50161 6.63074 -1.34475 -0.0428 0.1854 -0.1267
F 0.52518 7.51427 -0.84302 0.0709 -0.0408 -0.0473
P 0.54863 5.07858 -1.76325 -0.0798 0.0749 0.1522
C 1.89672 3.89385 -2.25805 0.0256 0.0223 0.0062
C 2.52775 3.02688 -1.18707 -0.0938 0.0987 -0.0783
F 1.52206 2.45289 -0.40337 0.0917 -0.0446 0.0246
H 2.23769 6.37054 0.63837 0.0352 -0.0836 0.0514
H 3.15305 7.55018 -0.31328 -0.0426 0.0747 0.0049
H 3.36411 5.83159 -0.61787 0.0762 -0.0926 -0.0507
H 1.83913 7.06936 -2.28893 0.0306 -0.0667 -0.0368
H 0.37889 4.65384 -0.42793 0.0223 -0.0174 0.0501
H 2.67548 4.46746 -2.76897 0.0352 -0.0565 -0.0301
H 1.44667 3.23990 -3.00494 0.0106 -0.0152 -0.0667
H 3.08451 2.20632 -1.63816 0.0291 -0.0230 0.0047
H 3.18761 3.57467 -0.51752 -0.0388 0.1220 0.0794
F -3.11310 3.41479 2.39489 0.0224 -0.0021 0.0164
C -2.07610 2.62192 2.74309 -0.0525 -0.0138 -0.0388
C -2.07408 2.04979 3.99907 -0.0028 -0.0078 0.0517
C -1.00913 1.23040 4.34748 0.0004 -0.0058 0.0120
C 0.02150 0.99597 3.44742 -0.0711 -0.0813 -0.0412
C -0.01919 1.57072 2.18390 0.0862 0.0723 0.0825
C -1.07031 2.40177 1.82446 0.0093 -0.0113 -0.0383
H -2.89147 2.24151 4.68104 0.0027 0.0188 -0.0030
H -0.99574 0.76499 5.32460 0.0139 0.0219 0.0137
H 0.84537 0.35136 3.72380 0.0091 0.0057 0.0033
H 0.77721 1.39614 1.47478 -0.0133 -0.0495 -0.0149
H -1.11476 2.86813 0.84987 -0.0078 0.0061 -0.0355
F -1.00152 1.62708 -2.10083 0.0464 -0.0486 0.0120
C -0.70796 0.46027 -1.48401 -0.0585 0.0297 -0.0045
C -1.65191 -0.09850 -0.64639 -0.0126 0.0129 0.0077
C -1.33869 -1.28775 -0.00300 -0.0057 -0.0120 0.0264
C -0.10594 -1.89285 -0.20549 0.0105 -0.0094 0.0501
C 0.82032 -1.30833 -1.05964 -0.0080 -0.0106 -0.0244
C 0.52240 -0.12144 -1.71269 -0.0024 0.0205 -0.0268
H -2.60286 0.39615 -0.50135 0.0079 0.0062 0.0018
H -2.06652 -1.74526 0.65493 -0.0023 0.0107 0.0165
H 0.12883 -2.82331 0.29463 0.0092 0.0057 0.0148
H 1.78047 -1.77975 -1.22686 -0.0025 -0.0123 -0.0126
H 1.22957 0.35013 -2.38024 -0.0449 -0.0087 0.0231
F -2.17093 -3.56174 5.18629 0.0030 -0.0022 -0.0024
C -3.25429 -2.77288 5.01944 0.0087 -0.0071 0.0069
C -4.43712 -3.13346 5.63290 -0.0126 -0.0032 0.0031
C -5.54492 -2.31673 5.45622 -0.0049 0.0039 0.0058
C -5.45724 -1.16830 4.68119 0.0074 -0.0037 -0.0031
C -4.25266 -0.83262 4.07865 -0.0191 -0.0011 -0.0203
C -3.13424 -1.63770 4.24436 0.0115 0.0108 -0.0366
H -4.47996 -4.03299 6.23135 0.0087 -0.0016 -0.0009
H -6.48155 -2.58190 5.92868 -0.0018 -0.0015 0.0005
H -6.32522 -0.53702 4.54725 -0.0007 0.0012 -0.0028
H -4.17538 0.06098 3.47296 0.0022 0.0042 0.0047
H -2.18569 -1.39159 3.78584 0.0084 0.0018 0.0050
F -2.84812 -7.22255 -2.69774 0.0006 0.0023 -0.0013
C -2.74559 -5.95691 -3.15726 -0.0034 -0.0181 0.0038
C -3.18369 -5.67899 -4.43602 0.0000 0.0065 -0.0135
C -3.07406 -4.37534 -4.89974 -0.0023 0.0049 -0.0011
C -2.53685 -3.38333 -4.09129 0.0005 -0.0047 0.0005
C -2.10497 -3.69405 -2.80879 -0.0108 0.0120 -0.0403
C -2.20719 -4.99241 -2.32986 0.0104 0.0153 0.0219
H -3.59846 -6.46995 -5.04549 -0.0003 -0.0056 0.0059
H -3.41245 -4.13671 -5.89951 -0.0001 -0.0003 -0.0024
H -2.45442 -2.36899 -4.45808 -0.0001 0.0023 0.0013
H -1.68614 -2.92407 -2.17532 0.0075 0.0121 -0.0084
H -1.87954 -5.26081 -1.33452 -0.0011 -0.0076 -0.0022
F 3.52747 0.13869 -2.73845 0.0486 -0.0113 -0.0866
C 4.64272 -0.49777 -2.30486 -0.0164 0.0032 0.0463
C 4.73235 -0.81778 -0.96608 0.0044 -0.0015 0.0271
C 5.87604 -1.46836 -0.52448 0.0069 -0.0090 0.0016
C 6.89336 -1.78299 -1.41464 -0.0064 0.0019 -0.0016
C 6.76940 -1.44627 -2.75561 0.0083 -0.0006 0.0037
C 5.63382 -0.79477 -3.21614 0.0045 -0.0095 -0.0131
H 3.92323 -0.56151 -0.29486 -0.0053 0.0122 -0.0042
H 5.96883 -1.73051 0.52101 0.0008 0.0010 0.0029
H 7.78121 -2.29105 -1.06396 0.0025 -0.0009 -0.0006
H 7.56030 -1.69149 -3.45181 0.0016 -0.0011 -0.0010
H 5.51094 -0.52349 -4.25553 -0.0064 0.0041 0.0015
```
Positions in Å, forces in eV/Å.

Entry 2:
DFT (ωB97M-V/def2-TZVPD) results for C3H7NOS2 as an isolated structure at a distorted geometry.

Output
E ... -1044.760909 Ha
Relative energy (zero: lowest compared OMol25 entry of this formula, charge and spin) ... 3.850 eV
E_LUMO ... -0.346 eV
Frontier orbital gap ... 8.44 eV
Molecular weight ... 137.23 g/mol

XYZ file:
```
14
Properties=species:S:1:pos:R:3:forces:R:3
C 0.39880 0.49005 -0.46935 -2.9858 0.7660 2.8164
C -1.12102 0.26702 -1.07509 2.6428 0.8290 1.5560
C 1.41415 -0.64791 -0.27322 2.6277 1.8151 1.4816
H -0.43987 0.25875 1.57842 1.8450 1.9452 -0.9479
H 1.33578 1.02471 1.46384 -5.1650 0.3161 -0.9868
H 0.84150 1.36490 -0.87326 0.5258 0.3541 -0.8559
H -1.67633 1.23803 -1.12672 0.8353 -0.8949 -0.2121
H -0.90927 -0.20982 -2.00791 -0.6684 -0.1690 -0.8721
H -2.10431 -0.18448 1.11188 -0.1093 -0.2020 -0.8168
H 0.07644 -1.74328 0.46921 -2.1855 -0.0406 -0.0111
N 0.05698 1.09997 1.07073 4.8853 -3.1908 -0.3382
O 1.01002 -1.66471 0.44321 1.5385 -0.9740 -0.4522
S -2.01455 -0.89855 -0.05173 -0.7506 -0.4177 0.4632
S 3.13168 -0.39469 -0.26001 -3.0359 -0.1365 -0.8240
```
Positions in Å, forces in eV/Å.

Entry 3:
DFT (ωB97M-V/def2-TZVPD) results for C22H37ClMgN3O6 as an isolated structure at a distorted geometry.

Output
E ... -2136.668835 Ha
Total charge ... -1
Relative energy (zero: lowest compared OMol25 entry of this formula, charge and spin) ... 0.994 eV
E_LUMO ... 2.135 eV
Frontier orbital gap ... 5.26 eV
Molecular weight ... 499.31 g/mol

XYZ file:
```
70
Properties=species:S:1:pos:R:3:forces:R:3
O -1.28208 -1.33606 -3.10029 -1.5513 -1.0309 1.6379
C -0.30155 -0.49427 -3.28967 0.6959 0.4667 -0.0482
C 1.03436 -1.23190 -3.45024 -0.3528 0.4691 0.3030
C 1.86457 -1.37329 -2.35111 0.6323 -0.0197 -0.0912
H 1.53747 -0.97600 -1.39114 0.1819 -0.2111 -0.2732
C 3.15265 -1.89957 -2.49381 -0.3891 -0.2487 -0.0278
H 3.80522 -1.93784 -1.62039 -0.1688 -0.0292 -0.2939
C 3.55749 -2.37842 -3.74002 -0.2922 -0.0104 -0.2017
H 4.54476 -2.82113 -3.84662 -0.0504 0.1144 -0.1017
C 2.67702 -2.32948 -4.83591 -0.1358 0.0205 0.3784
H 2.99219 -2.70633 -5.80876 -0.0434 -0.0168 0.1808
C 1.40058 -1.77449 -4.68030 0.5711 0.0657 0.0721
H 0.69113 -1.72637 -5.50768 0.2169 0.0584 0.1012
H -0.49591 -0.01350 -4.27952 0.4825 0.7048 -0.1762
C -1.39801 1.71773 -2.50903 -0.1219 0.7943 -0.5495
C -0.15125 0.91000 -2.41328 0.7069 -1.2345 -1.0589
H -1.47482 2.21311 -3.49795 -0.1334 -0.0750 0.3204
H -1.41434 2.48215 -1.71510 -0.1341 -0.1721 -0.3704
H -2.26640 1.06298 -2.41400 -0.0169 -0.0759 -0.0542
C 1.05428 1.48259 -2.20030 -0.1859 -0.2103 0.1064
C 1.41109 2.89045 -2.54311 -0.4420 0.5667 0.7709
H 1.87884 0.93404 -1.75111 -0.0393 -0.2560 -0.9415
H 1.85248 2.94584 -3.55048 -0.0885 -0.1774 0.1624
H 2.13959 3.27234 -1.82440 0.0036 0.2115 -0.0934
H 0.52652 3.53450 -2.51403 0.1950 0.1011 -0.0745
Mg -0.16541 1.04551 0.89120 0.2028 -0.7207 -0.5637
Cl -0.01560 3.32999 0.47996 -0.0017 0.4884 0.3411
C 0.50820 2.20389 3.41087 -0.6281 -0.9920 -1.1654
O -0.15713 1.22752 2.96801 0.7504 1.4294 0.8755
N 0.32108 2.76720 4.60143 -0.1587 0.0643 0.4324
C -0.77835 2.35009 5.45904 0.1148 0.0148 -0.0012
C 1.09975 3.92352 5.03622 -0.1116 -0.2102 -0.2292
H 1.27646 2.68046 2.77986 -0.1160 -0.1684 0.2501
H -1.29352 1.51423 4.98257 0.0470 0.1895 0.1047
H -1.46023 3.19126 5.62022 -0.0335 -0.0986 -0.1439
H -0.39962 2.05113 6.44048 0.0332 -0.0900 -0.0905
H 1.94678 4.04004 4.35126 -0.1921 0.1251 0.2345
H 1.46454 3.76742 6.06021 -0.0047 -0.0405 -0.2626
H 0.47923 4.83192 5.03000 0.1749 -0.2078 -0.0825
H 0.73699 -5.15108 -0.22383 -0.0770 0.1563 -0.0856
H 0.48239 -4.69214 2.17037 -0.0212 0.1962 -0.0063
C 0.81218 -4.08128 -0.45682 -0.0200 -0.1285 -0.2495
C 0.71133 -3.63797 1.96532 0.2099 0.0955 -0.2016
N 0.23228 -3.31177 0.62843 -0.1623 0.2247 0.3931
H 0.27429 -3.85806 -1.38594 0.2040 -0.0413 0.1451
C -0.39808 -2.15772 0.36881 0.0966 0.9485 0.1789
O -0.58159 -1.23853 1.20782 0.0951 -1.0477 -0.6893
H 0.22236 -2.99422 2.70029 0.1197 -0.0850 -0.1706
H -0.75829 -2.06246 -0.68711 0.3506 0.0238 0.3230
H 1.87384 -3.81606 -0.57919 -0.3110 0.0159 0.0058
H 1.80353 -3.50763 2.00983 -0.2679 0.1048 0.0353
H -5.49321 1.49546 1.07961 0.1490 0.0307 -0.0298
H -5.83472 -0.98611 0.24452 0.0989 0.0025 -0.1177
C -4.82406 1.62195 0.21933 -0.0917 -0.1574 -0.0800
C -5.16694 -0.71082 -0.58239 0.1711 0.1074 0.0007
N -4.25181 0.33552 -0.15937 -0.0326 0.1495 0.1399
H -4.02272 2.32369 0.46144 -0.1366 -0.1966 -0.0748
C -2.94044 0.11172 -0.04748 1.1467 0.8043 0.3665
O -2.14355 0.97135 0.39855 -1.1780 -1.0373 -0.3869
H -4.58536 -1.58413 -0.89310 -0.1839 0.1655 -0.0203
H -2.60005 -0.87694 -0.39818 -0.1083 0.3555 0.0485
H -5.42634 2.00494 -0.61210 0.1549 0.0064 0.0634
H -5.77916 -0.35431 -1.41904 0.1473 -0.1280 0.0732
C 2.61631 -0.41891 2.52646 0.1585 -0.0411 0.6532
C 2.39082 -0.52195 1.04270 -0.3876 -0.3368 -0.9955
O 2.84435 -1.51701 0.44122 -0.3733 1.0225 0.7541
O 1.68340 0.42922 0.51570 0.5176 -0.8146 0.6522
H 2.96060 0.58462 2.80588 -0.0127 -0.1773 -0.0561
H 3.33905 -1.17761 2.83616 -0.0508 0.1676 0.0741
H 1.66053 -0.59302 3.03902 0.1776 0.0252 -0.1196
```
Positions in Å, forces in eV/Å.

Entry 4:
DFT (ωB97M-V/def2-TZVPD) results for a 7-piece molecular cluster, C27H52Br14N5O overall at a distorted geometry.

Output
E ... -37444.948878 Ha
Total charge ... +1
E_LUMO ... -2.954 eV
Frontier orbital gap ... 8.51 eV
Molecular weight ... 1581.40 g/mol

XYZ file:
```
99
Properties=species:S:1:pos:R:3:forces:R:3
C 4.25904 -3.28652 1.28353 -0.4150 -0.1265 0.3292
N 3.17841 -2.58394 2.00310 -0.0086 0.1095 -0.6974
C 2.45783 -1.61443 1.22562 0.3926 0.0064 0.3287
N 1.00357 -1.64017 1.55336 0.1488 0.0574 0.1141
C 0.38528 -2.74720 2.26177 -1.1387 -0.0135 0.1928
C -0.82841 -3.41017 1.54690 0.8397 0.2688 -0.1068
C -0.79204 -3.35984 0.01251 -0.5654 -0.0007 -0.1546
C -2.08662 -2.84356 -0.62577 -0.1469 -0.5908 -0.0432
C -3.37042 -3.41532 0.01407 -0.2183 0.8300 -0.2348
C -4.22427 -2.29780 0.63700 -0.1595 -0.7003 0.1826
C -5.07574 -2.74203 1.82748 -0.4832 0.4733 -0.2600
O -5.33018 -1.64739 2.69211 0.2412 -0.0767 0.2061
C -4.41200 -1.57975 3.76612 -0.1422 0.1870 -0.2040
C 0.31606 -0.57635 1.18604 -0.6912 0.2186 0.0697
N 0.83420 0.46775 0.53255 0.8364 0.3317 -0.4382
C -0.14852 1.31814 0.27768 -0.3109 -0.8776 0.4544
C -0.06178 2.56465 -0.46048 0.0531 0.3499 -0.2655
Br -1.67181 3.55653 -0.46869 0.2215 -0.0002 -0.1001
C 1.05108 2.96578 -1.10726 -0.5838 0.0259 0.0839
C 2.33088 2.22192 -1.10435 0.5153 -0.0481 -0.0215
Br 1.04033 4.58718 -2.06095 0.0903 -0.1516 0.0818
N -1.29701 0.83743 0.78956 0.2132 1.3211 -0.7868
N -1.01457 -0.34491 1.37781 0.3783 -0.7401 0.4490
H 5.22585 -2.96952 1.65425 0.2625 -0.0713 -0.0268
H 4.22272 -3.09892 0.21679 -0.0471 0.2108 -0.1679
H 4.13812 -4.35655 1.41590 0.1929 -0.1941 0.1032
H 3.54456 -2.12640 2.82068 0.0865 -0.1013 0.1884
H 2.82684 -0.61293 1.42955 -0.2389 0.2908 -0.0271
H 2.57235 -1.76371 0.15535 0.0534 -0.2746 -0.1207
H 1.11422 -3.50606 2.49518 0.5171 0.1906 -0.2286
H 0.03121 -2.36647 3.22225 0.0461 -0.0197 0.2009
H -1.75301 -3.01613 1.96672 -0.1835 0.1250 -0.1599
H -0.80458 -4.45195 1.84042 -0.1417 -0.1776 0.2581
H -0.64758 -4.36576 -0.36588 0.1594 -0.2199 0.0004
H 0.04019 -2.77567 -0.37427 0.1893 0.0684 0.1006
H -2.12861 -1.75619 -0.63236 0.0186 0.1709 0.0987
H -2.08069 -3.13990 -1.67003 0.1490 0.0746 -0.2369
H -3.95329 -3.90384 -0.76214 -0.0095 -0.0660 0.0996
H -3.17557 -4.17691 0.76532 0.2520 -0.1318 0.0229
H -4.90599 -1.91811 -0.11713 0.0198 0.3553 -0.1524
H -3.62142 -1.44929 0.96024 0.1932 0.0711 0.1013
H -4.64516 -3.58334 2.37279 0.1930 -0.0602 0.0762
H -6.05489 -3.04943 1.47327 -0.1526 -0.2395 -0.0620
H -4.88529 -1.93086 4.67894 0.0839 -0.2502 0.1828
H -4.10888 -0.55074 3.93326 -0.0280 0.2981 -0.0631
H -3.51395 -2.16393 3.54824 0.0783 -0.1190 0.1442
H 2.81898 2.36660 -0.14355 0.1277 -0.0141 0.1669
H 3.01716 2.55266 -1.87301 -0.0954 0.2620 -0.1600
H 2.18988 1.15840 -1.22170 -0.1337 -0.2801 -0.0210
H -2.19995 1.30666 0.73487 -0.2280 -0.3780 0.4131
H -1.71701 -0.90731 1.82825 -0.1231 -0.0072 -0.0557
Br 2.35900 -1.46756 -3.02475 -0.0247 0.0659 0.0492
C 3.94118 -0.69321 -3.87026 -0.1076 -0.2080 -0.0450
C 5.20463 -1.17022 -3.20947 0.0872 0.1291 0.0216
Br 5.47330 -0.28809 -1.49405 -0.0299 -0.0080 0.0705
H 3.82388 0.38241 -3.82482 0.0324 0.0261 -0.0069
H 3.90619 -1.01569 -4.90837 0.0119 -0.0187 0.0021
H 6.07466 -0.91450 -3.81023 -0.0452 0.0859 -0.0287
H 5.20004 -2.23740 -3.01434 -0.0327 -0.0147 -0.0123
Br -4.75211 -6.45428 -1.29610 -0.0913 -0.2622 -0.0760
C -6.59136 -6.19680 -0.71213 0.1293 0.1442 -0.1075
C -6.68498 -6.07616 0.78433 -0.1993 -0.2230 0.1118
Br -6.48777 -7.79879 1.66212 0.0712 0.0585 -0.0032
H -7.16188 -7.03411 -1.09890 -0.0143 -0.0230 0.0238
H -6.92323 -5.27991 -1.19505 -0.0138 0.0124 0.0433
H -7.66830 -5.71283 1.07606 -0.0047 0.0174 -0.0488
H -5.92215 -5.42820 1.19770 0.0566 0.0552 -0.0182
Br 5.75192 2.26226 -4.99868 0.0970 0.0393 0.1271
C 5.64658 3.39814 -3.42053 -0.1515 -0.0910 -0.1190
C 5.15242 4.78037 -3.75629 0.1637 0.1866 0.0607
Br 6.53389 5.84692 -4.61001 -0.0589 -0.0416 -0.0436
H 6.63497 3.40080 -2.97338 0.0130 0.0458 0.0042
H 4.95220 2.89586 -2.75125 0.0131 0.0032 0.0333
H 4.88746 5.32038 -2.84949 -0.0007 -0.0420 0.0263
H 4.30251 4.76786 -4.43100 -0.0223 -0.0513 0.0051
Br -4.89276 5.74559 3.47218 -0.1290 -0.0679 -0.0439
C -4.23250 4.08421 4.22580 -0.1512 0.2312 0.0124
C -3.25886 3.41248 3.29961 0.1342 -0.1924 0.0652
Br -4.17116 2.55223 1.80359 -0.2153 -0.1410 0.0871
H -5.10057 3.47030 4.44510 0.0229 -0.0566 -0.0412
H -3.74111 4.36086 5.15395 0.0697 -0.0028 0.0251
H -2.72787 2.61335 3.81509 -0.0463 0.0153 0.0208
H -2.54175 4.10589 2.87009 -0.0334 0.0463 -0.0061
Br 8.46359 0.14354 -10.58154 -0.0613 -0.0457 0.0242
C 6.71892 0.85515 -10.10483 0.2248 0.0315 -0.1281
C 6.69332 1.36013 -8.68781 -0.1994 0.0017 0.0962
Br 6.61064 -0.10509 -7.40563 0.0569 -0.0823 -0.0586
H 5.99770 0.06418 -10.28056 -0.0372 0.0073 0.0372
H 6.53846 1.67221 -10.79943 -0.0187 0.0365 0.0414
H 5.79795 1.95142 -8.50808 -0.0120 -0.0096 -0.0249
H 7.56973 1.94650 -8.43340 0.0323 -0.0139 -0.0240
Br -1.58069 6.24250 5.09078 0.1912 0.0236 -0.0149
C -2.24180 7.69918 6.19726 0.1235 0.0171 -0.0530
C -2.51440 7.23496 7.60128 -0.2235 0.0177 0.0737
Br -4.15361 6.19108 7.69761 0.0649 -0.0573 -0.0071
H -3.12619 8.08772 5.70248 -0.0384 -0.0270 0.0217
H -1.45833 8.45319 6.18564 0.0263 -0.0268 0.0284
H -2.67002 8.08619 8.25985 -0.0072 0.0285 -0.0328
H -1.72120 6.61059 7.99795 0.0398 0.0137 -0.0235
```
Positions in Å, forces in eV/Å.